Entry 1:
C66H51F3N4O2PS3Zn | the ωB97M-V functional and the def2-TZVPD basis

Computed properties:
**Charge**: -1
**ΔE to the lowest compared entry with this formula, charge and spin**: 21.6 kcal/mol
**HOMO**: -4.9 eV
**LUMO energy**: 2.29 eV

The geometry in XYZ format:
```
131
C66H51F3N4O2PS3Zn, DFT the ωB97M-V functional and the def2-TZVPD basis
Zn 1.228 -0.169 -0.513
C 7.920 1.741 -0.942
C 7.016 1.175 -1.830
C 5.798 0.710 -1.374
C 5.467 0.791 -0.022
C 6.371 1.374 0.859
C 7.592 1.839 0.399
P 3.797 0.167 0.411
C 3.771 0.467 2.206
C 3.758 -0.519 3.182
C 3.647 -0.168 4.516
C 3.512 1.159 4.883
C 3.500 2.148 3.911
C 3.630 1.805 2.581
C 4.158 -1.623 0.254
C 5.326 -2.138 0.769
C 5.641 -3.496 0.638
C 4.772 -4.326 -0.013
C 3.576 -3.833 -0.574
C 2.698 -4.693 -1.265
C 1.584 -4.183 -1.869
C 1.295 -2.811 -1.782
C 2.064 -1.926 -1.056
C 3.242 -2.450 -0.454
H 8.873 2.110 -1.296
H 7.265 1.102 -2.879
H 5.076 0.275 -2.053
H 6.124 1.455 1.909
H 8.296 2.278 1.096
H 3.820 -1.559 2.898
H 3.640 -0.938 5.274
H 3.398 1.424 5.926
H 3.372 3.186 4.191
H 3.593 2.569 1.813
H 6.012 -1.483 1.291
H 6.568 -3.875 1.052
H 4.993 -5.383 -0.113
H 2.927 -5.751 -1.307
H 0.905 -4.831 -2.406
H 0.422 -2.447 -2.305
N -0.535 0.107 -1.276
S -1.469 1.197 -0.982
N -3.041 0.807 -1.089
S -3.380 -0.695 -0.631
N -2.463 -1.486 0.413
S -0.982 -2.071 0.067
N 0.084 -1.343 1.030
C -1.206 -3.653 0.964
C -2.436 -4.048 1.462
C -2.559 -5.242 2.149
C -1.447 -6.043 2.344
C -0.220 -5.658 1.830
C -0.101 -4.472 1.127
C -2.678 -1.564 -2.169
C -2.275 -0.895 -3.307
C -1.741 -1.596 -4.376
C -1.616 -2.973 -4.314
C -2.047 -3.652 -3.187
C -2.585 -2.945 -2.127
C -4.461 -0.091 0.803
C -4.425 -0.618 2.080
C -5.300 -0.160 3.051
C -6.212 0.834 2.749
C -6.238 1.381 1.477
C -5.369 0.914 0.510
C -5.001 -1.244 -1.373
C -5.710 -2.295 -0.822
C -6.898 -2.705 -1.406
C -7.389 -2.036 -2.515
C -6.686 -0.969 -3.053
C -5.485 -0.581 -2.485
C -1.454 2.049 0.627
C -1.318 3.415 0.771
C -1.394 3.974 2.039
C -1.585 3.168 3.148
C -1.713 1.799 2.994
C -1.661 1.245 1.730
C -1.447 2.592 -2.145
C -2.520 3.465 -2.149
C -2.482 4.581 -2.966
C -1.377 4.804 -3.775
C -0.325 3.902 -3.791
C -0.358 2.785 -2.973
H -3.279 -3.388 1.328
H -3.521 -5.543 2.539
H -1.540 -6.969 2.895
H 0.653 -6.276 1.981
H 0.854 -4.162 0.737
H -2.357 0.180 -3.355
H -1.406 -1.063 -5.254
H -1.172 -3.518 -5.134
H -1.955 -4.727 -3.122
H -2.928 -3.475 -1.250
H -3.695 -1.376 2.313
H -5.259 -0.582 4.046
H -6.895 1.192 3.507
H -6.937 2.174 1.245
H -5.373 1.328 -0.487
H -5.333 -2.787 0.062
H -7.441 -3.543 -0.991
H -8.322 -2.349 -2.963
H -7.070 -0.448 -3.919
H -4.908 0.234 -2.893
H -1.126 4.048 -0.082
H -1.291 5.046 2.156
H -1.625 3.606 4.135
H -1.843 1.155 3.851
H -1.777 0.187 1.587
H -3.359 3.253 -1.506
H -3.305 5.282 -2.969
H -1.338 5.689 -4.393
H 0.527 4.072 -4.432
H 0.455 2.076 -2.934
O 2.042 1.689 -1.507
C 1.804 2.275 -0.431
O 1.272 1.719 0.552
C 2.209 3.724 -0.329
C 3.085 4.224 -1.285
C 3.497 5.540 -1.234
C 3.026 6.372 -0.232
C 2.152 5.880 0.723
C 1.751 4.556 0.686
H 3.431 3.550 -2.054
H 4.186 5.924 -1.972
H 3.349 7.403 -0.195
H 1.787 6.537 1.501
H 1.086 4.155 1.435
F 0.653 -0.373 2.977
C 0.142 -1.456 2.353
F 0.971 -2.479 2.823
F -1.026 -1.717 3.034
```

=====

Entry 2:
C6H15N4NaO11S2 | the ωB97M-V functional and the def2-TZVPD basis

Computed properties:
**Charge**: -2
**HOMO**: -1.6 eV
**LUMO energy**: 3.79 eV

The geometry in XYZ format:
```
39
C6H15N4NaO11S2, DFT the ωB97M-V functional and the def2-TZVPD basis
Na 0.441 0.263 -0.202
N -1.771 0.602 1.899
O -2.515 0.904 0.930
O -0.511 0.759 1.787
O -2.232 0.159 2.972
N 2.713 -0.660 2.193
O 2.544 -0.843 3.429
O 3.831 -0.305 1.776
O 1.788 -0.940 1.387
N 3.557 2.340 -1.031
O 4.651 1.885 -0.687
O 3.509 3.407 -1.719
O 2.480 1.756 -0.765
C 1.888 -3.191 -1.359
C 1.318 -2.037 -2.027
N 0.865 -1.124 -2.558
H 2.874 -3.177 -0.908
H 1.841 -4.054 -2.027
H 1.161 -3.344 -0.551
C -1.770 -4.699 0.419
S -1.693 -3.009 1.092
O -0.471 -2.321 0.600
C -3.121 -2.283 0.222
H -2.772 -5.129 0.338
H -1.214 -5.353 1.088
H -1.365 -4.752 -0.595
H -3.358 -2.706 -0.753
H -2.942 -1.208 0.125
H -3.975 -2.288 0.905
C 0.359 4.649 -1.346
S -1.030 3.510 -1.366
O -0.386 2.173 -1.316
C -1.605 3.985 0.323
H 0.981 4.615 -2.242
H 1.059 4.500 -0.524
H -0.016 5.680 -1.351
H -2.618 3.654 0.539
H -1.600 5.075 0.307
H -0.893 3.508 0.996
```

=====

Entry 3:
C2H4BrClO2 | the ωB97M-V functional and the def2-TZVPD basis

Computed properties:
**ΔE to the lowest compared entry with this formula, charge and spin**: 32.7 kcal/mol
**HOMO**: -8.8 eV
**LUMO energy**: 0.52 eV

The geometry in XYZ format:
```
10
C2H4BrClO2, DFT the ωB97M-V functional and the def2-TZVPD basis
C 0.396 -0.455 0.487
C -1.061 0.755 -0.175
O 1.440 -0.364 -0.413
O -0.103 -1.688 0.327
Cl -2.287 0.974 1.020
Br -0.011 2.189 -0.884
H 0.594 -0.016 1.441
H -1.494 0.266 -1.036
H 2.070 0.421 -0.355
H 0.456 -2.083 -0.412
```

=====

Entry 4:
C2H4NO3PS | the ωB97M-V functional and the def2-TZVPD basis

Computed properties:
**Charge**: -2
**ΔE to the lowest compared entry with this formula, charge and spin**: 88.4 kcal/mol
**HOMO**: -0.4 eV
**LUMO energy**: 6.00 eV

The geometry in XYZ format:
```
12
C2H4NO3PS, DFT the ωB97M-V functional and the def2-TZVPD basis
C -0.611 0.330 0.286
C 0.905 -1.027 -1.239
N 0.290 -0.127 -0.347
O 1.315 1.148 1.908
O 0.431 2.834 0.215
O -0.977 2.254 2.249
P 0.125 1.889 1.347
S -2.623 -1.716 -0.567
H 1.279 -0.752 -2.329
H 1.735 -1.438 -0.730
H 0.244 -1.827 -1.370
H -2.113 -1.568 0.577
```

=====

Entry 5:
C2H8N2P2 | the ωB97M-V functional and the def2-TZVPD basis

Computed properties:
**ΔE to the lowest compared entry with this formula, charge and spin**: 46.3 kcal/mol
**HOMO (spin up / spin down)**: -7.4 / -8.1 eV
**LUMO energy (spin up / spin down)**: -1.35 / -0.63 eV

The geometry in XYZ format:
```
14
C2H8N2P2, DFT the ωB97M-V functional and the def2-TZVPD basis
C -2.288 0.135 -0.162
C 1.548 -1.624 -0.113
N 1.465 1.038 0.375
N -1.069 0.556 -0.814
P -0.100 1.662 -0.356
P 2.651 -0.070 -0.112
H -2.793 0.764 0.717
H -3.061 0.007 -0.888
H -2.014 -0.970 0.226
H 1.299 -1.617 0.847
H 2.183 -2.432 -0.371
H 0.762 -1.629 -0.849
H 1.910 1.945 0.502
H -0.494 2.236 0.997
```

=====

Entry 6:
C16H30F3HfNO4P2S | the ωB97M-V functional and the def2-TZVPD basis

Computed properties:
**ΔE to the lowest compared entry with this formula, charge and spin**: 0.0 kcal/mol
**HOMO (spin up / spin down)**: -5.5 / -5.5 eV
**LUMO energy (spin up / spin down)**: -0.77 / -0.77 eV

The geometry in XYZ format:
```
58
C16H30F3HfNO4P2S, DFT the ωB97M-V functional and the def2-TZVPD basis
Hf -0.625 0.328 0.222
P 0.314 2.888 -0.238
P -0.246 -2.719 0.224
N 0.728 -0.303 -1.028
H -0.416 1.677 -1.041
C 1.815 3.220 0.777
H 1.974 4.305 0.930
H 2.709 2.826 0.273
H 1.758 2.759 1.776
C -0.842 4.122 0.434
H -0.578 5.125 0.071
H -0.809 4.135 1.533
H -1.875 3.902 0.143
C 0.817 3.396 -1.921
H 0.910 4.478 -2.052
H 0.083 3.002 -2.629
H 1.775 2.912 -2.137
C 1.216 -3.464 1.046
H 1.155 -4.559 1.025
H 1.258 -3.112 2.082
H 2.117 -3.131 0.522
C -1.591 -3.690 0.978
H -1.427 -4.769 0.819
H -2.549 -3.389 0.528
H -1.637 -3.478 2.056
C -0.123 -3.522 -1.424
H -0.303 -4.605 -1.349
H 0.874 -3.339 -1.846
H -0.867 -3.070 -2.093
C 1.414 -0.437 -2.177
C 3.526 -0.467 -3.458
C 2.845 -0.384 -2.246
C 0.729 -0.575 -3.434
C 1.417 -0.675 -4.639
C 2.822 -0.624 -4.669
H 4.621 -0.407 -3.480
H 3.384 -0.237 -1.314
H -0.362 -0.566 -3.406
H 0.860 -0.788 -5.574
H 3.354 -0.689 -5.623
C -0.091 -0.069 3.550
O -0.201 0.078 2.256
C 0.955 0.751 4.253
H 0.493 1.555 4.843
H 1.583 1.273 3.527
H 1.570 0.093 4.897
C -0.996 -1.029 4.273
H -0.427 -1.971 4.500
H -1.915 -1.260 3.702
H -1.326 -0.573 5.231
F -5.198 0.986 1.362
C -4.179 1.308 0.555
F -4.581 2.286 -0.279
F -3.180 1.839 1.357
S -3.412 -0.151 -0.332
O -2.544 -0.750 0.755
O -4.398 -0.998 -0.931
O -2.377 0.559 -1.179
```